(1)
Computed, not measured: a cluster of 10 separate species, C40H110N10O10 in total, with the ωB97M-V functional and the def2-TZVPD basis.

Results
SMILES   COC[C@H](C)N.COC[C@H](C)N.COC[C@H](C)N.COC[C@H](C)N.COC[C@H](C)N.COC[C@H](C)N.COC[C@H](C)N.COC[C@H](C)N.COC[C@H](C)N.COC[C@H](C)N
Maximum force   3.8 eV Å⁻¹
Multiplicity   1

Atoms and positions in Å:
O  6.8775  1.9357  -1.8377
H  4.2978  -1.4114  -4.4340
H  6.3406  3.9226  -1.5828
C  -4.6931  -5.2367  5.3874
H  1.1567  1.6578  0.9002
C  -5.1761  7.5095  2.7695
H  0.6475  -4.9127  0.9285
H  -5.5002  -5.9166  7.3487
H  0.4232  2.6022  -4.4075
H  2.7977  2.5965  0.1569
C  -4.2624  8.6953  2.3854
C  -5.1961  -0.6860  0.4556
C  4.1530  2.9365  -6.1361
O  -4.3075  -1.7451  0.2342
N  3.5610  -1.6851  -5.0762
C  -3.3912  -3.4993  -1.1089
H  -4.0926  4.1933  0.8660
H  -0.4902  -4.1435  4.1992
H  -1.2588  -4.0197  -1.2018
C  0.8710  0.2639  -2.7303
H  4.1461  1.3186  -2.2878
H  2.7455  -4.7234  -3.7311
H  0.4027  1.2307  -2.9515
C  -0.6907  -1.5385  5.1868
H  3.6122  1.0519  -5.8904
H  -5.0014  6.5496  0.8632
C  2.7502  3.1588  -5.5803
H  0.1883  -0.5126  -3.0939
H  2.3144  -2.5596  2.0613
H  -4.6124  9.1047  1.4383
H  -4.7901  0.2265  -0.0053
H  -4.7715  -5.7440  4.4149
H  -5.3451  -2.1093  3.1596
C  -4.9277  -3.7451  5.2571
H  5.4163  0.7917  -3.8931
C  -1.8745  -3.1277  -1.1006
C  1.9732  4.5175  -0.2098
H  -5.3438  -2.4472  -1.3192
H  2.5629  4.2343  -5.6480
C  2.7002  -2.7528  -4.5759
H  5.3474  -5.7846  -6.0453
H  0.8108  -3.6756  -5.1538
H  0.0419  4.9734  0.3449
H  0.3106  3.7984  -5.6732
H  3.1747  6.5673  -2.0916
H  -4.5263  -1.1935  4.4692
O  -2.6694  -0.9005  6.4563
H  5.3770  3.3624  -7.8082
C  4.1232  -0.6299  -1.3711
H  5.3712  3.0506  -2.7545
H  -4.0169  -0.4529  7.8615
H  0.8436  -0.1879  4.1421
C  -0.1910  0.0650  0.7997
H  -4.2269  6.9609  4.4380
H  -1.4671  -1.5096  3.3274
H  -5.7104  -7.0254  5.9483
H  4.7446  -1.5170  -1.2475
H  -0.6141  1.5491  -0.7874
C  0.7126  -1.0161  4.8471
H  -2.1706  -2.5862  4.2767
H  -1.8281  0.3468  4.9553
H  -3.2273  8.3856  2.2365
H  3.2700  -0.8845  -1.9978
C  -0.3104  0.5091  -0.6515
H  -6.7160  -5.6487  6.0916
N  0.9326  0.8297  1.4364
C  1.6737  4.3405  -1.7162
H  -0.0093  -0.9909  0.9798
H  1.5802  -2.9541  -6.5060
N  -0.4934  -5.1649  4.0826
O  0.8991  0.1761  -1.3121
C  4.7723  -4.8717  -6.2290
H  4.5138  -5.0168  -7.2841
C  6.3856  3.1477  -2.3607
H  -6.1752  7.8144  2.4471
O  3.4923  -4.8090  -5.6317
H  -3.3329  -6.6155  5.8043
H  4.3257  -4.0056  -3.9109
N  -3.6665  -4.2084  -2.3596
N  -1.2445  -2.2324  4.0081
H  -5.9424  -3.5411  4.8928
C  -4.8767  6.2723  1.9183
O  2.8535  4.5243  -2.4701
C  4.3247  3.5347  -7.5488
C  4.8649  0.5511  -1.9863
H  -2.3827  4.4078  1.1826
H  -0.5802  -2.2879  5.9718
H  2.3077  6.2398  -3.5621
H  -5.1985  -0.4379  1.5151
N  -5.1872  7.2153  4.2121
C  -3.3748  4.4994  1.6282
H  -4.2789  9.4671  3.1526
C  -1.8454  -5.0183  2.0684
H  -3.5682  0.9233  6.9414
H  1.8851  0.2242  -3.1158
H  4.2056  4.6122  -7.6755
O  -3.9811  -3.1889  4.3646
H  3.8854  -1.7845  -6.0272
H  5.5131  1.7234  -0.2657
N  0.7245  4.2450  0.5392
H  0.9490  4.3606  1.5233
H  4.0001  5.7383  -3.5060
C  3.0564  3.6390  0.3575
C  -3.1480  0.0260  7.4112
H  2.9639  -3.7307  0.8970
H  -4.8604  -3.2002  6.2089
H  4.3744  1.2155  -7.2331
H  -0.1183  -6.3615  2.3149
O  1.8664  -4.5387  2.4831
C  0.5249  2.7396  -5.4876
H  0.8930  -1.9055  -5.3474
H  0.2491  -3.4066  1.8129
H  3.9950  3.8298  -0.1676
H  -1.9892  -3.9619  1.8510
H  2.2049  5.5886  -0.1282
H  -3.0173  -4.9571  -2.5440
H  6.4824  0.3026  -0.6838
H  -3.4110  3.8565  2.5097
C  -5.6905  -5.9858  6.2804
H  -2.5982  -5.3036  5.2403
C  3.3566  -4.1187  -4.4145
H  7.1050  3.5489  -3.0703
N  -3.3428  -5.6013  5.8714
H  1.2498  3.3517  -1.9096
H  -5.7134  6.3507  4.3105
N  4.4683  1.4796  -6.2554
H  2.8848  2.8870  -4.5251
C  1.4593  -2.8384  -5.4267
H  -2.3670  0.2857  8.1257
C  2.7346  -3.5731  1.9522
H  -1.6604  1.6475  1.3860
H  1.7443  0.2192  1.4276
H  6.4192  -0.1675  -2.9805
C  -4.4233  -2.0106  3.7443
H  -2.2868  0.0068  1.1917
H  -6.1868  -0.8988  0.0425
C  3.0956  5.8423  -2.9075
H  5.4010  -3.9866  -6.1539
C  -1.5805  -0.4138  5.7096
H  4.9346  3.3268  -5.4825
H  1.2020  -1.8298  4.3027
C  -4.2752  -2.2753  -1.0659
H  3.5962  -3.4936  2.6153
H  3.7742  3.0141  -8.3334
C  -1.4207  0.5983  1.5337
H  2.5293  -2.4145  -3.5456
H  -2.0089  -5.5675  1.1338
C  -0.4683  -5.3717  2.6068
H  1.2554  -0.7273  5.7473
H  -0.9411  0.1795  6.3868
H  -3.6164  -4.1061  -0.2317
H  -3.6207  -3.5326  -3.1125
H  -0.3598  2.2164  -5.8559
H  0.4722  -5.3652  4.3600
O  1.7148  2.3575  -6.1277
H  -3.6494  -1.7371  3.0258
H  -1.6151  -2.6884  -0.1312
H  3.1965  3.7663  1.4297
O  -3.5217  5.8552  2.0436
H  0.9245  5.0816  -2.0174
H  -4.1788  -1.5705  -1.9163
H  -2.5692  -5.4015  2.7852
H  -1.7082  -2.4231  -1.9147
H  3.6219  -0.4091  -0.4209
N  5.4564  -0.0019  -3.2600
H  -1.0776  -0.1535  -1.0832
H  -5.6025  5.5017  2.1963
C  5.9702  1.1754  -1.0948
C  0.5642  -4.4468  1.9245
H  -1.3300  0.3289  2.5849



(2)
Computed, not measured: a cluster of 13 separate species, C40H111N5O23 in total, with the ωB97M-V functional and the def2-TZVPD basis.

Results
Total charge   +1
Maximum force   4.3 eV Å⁻¹
Multiplicity   2

Atoms and positions in Å:
H  -0.2340  3.0607  2.0875
H  0.6483  0.5940  -4.3195
H  -3.3011  -1.2139  -1.0453
H  2.2968  0.5063  -1.7884
O  -4.3550  -1.7063  -4.9159
N  -3.0553  4.1860  3.4832
H  -2.8569  -7.8777  -2.6306
H  0.6646  -1.8438  -0.9839
H  -3.1046  3.4964  4.2195
O  3.1949  4.2744  1.2631
H  -6.1373  -1.0582  3.8137
H  -4.6855  -1.7037  5.0081
C  -4.5725  -0.4648  -4.3225
O  1.4810  4.3267  -8.5554
N  4.0471  -2.0410  2.4780
H  4.0631  -3.3581  -2.0496
H  -2.5932  -5.6325  -1.7848
O  5.0573  1.3097  4.2259
H  4.3927  0.7806  -3.1244
O  0.9035  0.7137  3.1128
H  -1.4595  -1.8738  0.0207
H  -2.5216  1.6955  -0.4702
H  -4.3268  -6.6581  -0.2232
H  0.2538  2.8425  4.9321
C  3.2745  4.7378  2.6424
O  -0.9162  2.0182  -4.5464
O  -4.5660  0.4253  -6.4986
H  3.0803  3.2527  -7.9015
H  -2.6378  0.7538  1.0200
C  3.2447  1.4398  5.7864
O  -4.7144  -2.0620  0.1343
C  -3.9926  0.6235  -5.2510
H  1.4964  -2.0197  -3.8349
H  -3.2409  -5.8612  -3.9566
H  2.1842  0.9804  -8.2898
H  -0.7035  -0.4124  2.4216
H  2.3819  4.4132  3.1771
O  -4.8850  4.8792  5.9502
O  -1.9362  -2.7294  -4.0563
H  -1.7621  -2.8432  -1.2781
C  4.1530  -1.4605  3.8409
H  6.6588  1.5802  2.8937
H  5.7101  1.9120  -4.9674
H  1.8281  -4.4422  6.5890
C  2.2385  3.1534  -8.5868
H  -5.0307  6.5461  4.8430
H  -5.4905  0.3334  -6.2566
C  0.3582  4.2548  -9.3935
H  -4.1587  1.6202  -4.8424
H  3.3647  3.0491  -1.6579
O  -2.5244  -0.9933  -1.5647
H  1.8263  -3.4061  -4.3457
O  -1.2486  -8.0133  -1.2924
C  -1.3884  1.8916  -3.2287
C  -0.0948  -1.2819  -1.5275
H  -5.6167  -0.2745  -4.0742
H  3.0427  1.5977  6.8459
H  1.5168  3.2409  -0.3870
H  -2.7664  -2.2536  -4.0786
H  2.9663  0.6684  -4.1497
H  -2.3579  -1.7623  4.2338
N  2.3255  2.3303  5.0252
H  6.4007  2.8342  4.0675
C  4.6969  1.7185  5.5628
H  5.4337  -4.1506  -1.4904
C  -1.8266  -7.5290  -2.5605
H  -2.2916  -7.2844  1.5422
H  4.3149  -1.8229  5.8953
C  0.1592  0.8220  -6.3680
C  3.5049  1.3172  -3.4590
H  0.7481  4.3178  -10.4095
H  3.3619  -3.7045  7.1722
H  3.3169  -4.8965  5.9178
H  3.0904  -2.3382  2.3494
H  -1.4594  5.1093  2.3746
H  -1.2954  2.0410  2.9517
H  -4.7735  -1.7024  1.0194
H  -1.2263  -7.9003  -3.3911
H  3.0425  -1.9920  -0.0634
H  0.5127  -0.1685  -6.6542
C  4.2271  -0.9787  1.4820
H  -2.1859  -3.6510  -4.1239
H  -0.7667  -1.9249  -3.2123
H  1.0684  -0.1255  4.8386
C  -1.9472  -6.0180  -2.5736
H  -5.1977  -5.3876  1.6001
H  4.2161  1.8037  -5.9254
H  2.4317  2.4955  1.9563
O  2.7901  -3.0795  5.2221
H  -4.0830  -0.3789  -3.3524
H  -1.0667  1.0201  0.3707
H  -0.5949  0.5809  4.4384
C  0.3843  -0.3539  2.3852
H  2.5561  3.0670  -9.6260
H  5.1328  -0.9837  3.8685
H  0.5987  1.6144  -8.7252
H  -0.1237  5.2137  -9.2029
H  -0.5460  1.5729  -2.6149
C  4.0227  -1.5231  0.0218
H  1.5396  1.5747  0.0901
C  -3.3587  5.5022  4.1279
H  2.5143  2.1488  4.0497
H  -2.9236  0.5938  -5.4618
C  6.3158  1.7585  3.9128
C  0.4889  0.6938  4.4130
H  3.5616  -0.1661  1.7732
H  -0.3905  3.4741  -9.2594
C  -3.9013  -6.6417  0.7802
C  0.8876  2.0180  5.2587
H  -4.3220  -3.0646  3.9391
N  1.1191  1.8632  -6.7345
C  1.5030  1.8202  -8.1525
H  -3.1720  6.3019  3.4112
H  4.0099  -0.5727  -0.5119
H  -2.6264  -4.4620  0.9258
C  -1.6254  4.2337  3.0022
H  -3.5297  0.3739  4.4972
H  -2.6832  5.6154  4.9758
H  -2.8653  -1.7482  2.5848
C  2.7910  -4.0213  6.2995
H  1.5561  1.9273  -2.5006
H  5.2143  -0.5276  1.5822
O  3.9864  2.4997  -3.9097
H  -4.9936  -1.8361  -5.6209
C  -3.1467  -1.3954  3.5770
C  3.0212  2.8413  1.1071
H  5.2215  1.0819  6.2754
H  -5.3142  4.9880  3.8666
H  -0.8947  4.3284  3.8054
H  -3.7405  -5.5805  2.6124
C  2.1849  2.4368  -0.0788
O  -2.0874  2.7338  1.2073
H  0.7320  2.7794  -6.5586
O  -3.5738  -4.3098  0.9548
H  -0.7865  0.9929  -6.8824
C  -4.7838  5.4986  4.6704
H  3.4757  -0.6191  3.9869
O  -2.5146  -6.9854  0.6577
C  4.0629  -2.3876  4.9977
N  3.1584  2.1839  -1.1794
O  5.0786  -2.2771  -0.5138
O  2.1789  -2.5184  -4.2841
C  -6.2317  4.9807  6.4283
C  2.5134  1.4595  -2.2707
O  -3.2534  0.0596  3.6332
H  4.9212  3.3534  -5.6373
H  -4.4304  -2.9672  0.2615
H  0.7571  -1.2337  2.9097
H  4.9150  2.7125  5.9532
H  0.6956  1.9559  6.3299
O  0.0592  -1.5395  -2.9106
H  -1.7069  -7.7373  -0.4953
C  -1.2903  2.9319  2.3237
H  3.1852  5.8239  2.6221
H  -1.7430  2.7614  -2.6758
C  -2.0412  1.4943  0.4873
H  -0.9350  -0.0387  -4.8904
C  4.6238  -3.5173  -1.1286
C  -1.4706  -1.8143  -1.0676
C  -4.5007  -1.9899  3.9727
H  -6.9038  4.3059  5.8980
C  -4.1077  -5.3856  1.6048
H  -2.1769  1.1392  -3.2098
H  4.8677  -3.1072  4.8476
H  -6.1949  4.6211  7.4566
H  2.9887  0.4004  5.5812
H  0.7021  -0.3478  1.3426
H  -0.0982  -0.2017  -1.3812
H  3.9343  2.2555  1.2128
O  -2.3381  -5.5601  -3.8305
H  -4.4919  -7.3979  1.2972
C  -0.2361  0.7970  -4.9234
H  7.0188  1.2038  4.5343
H  4.1458  4.4077  3.2081
O  -5.6091  -1.5982  3.2212
H  -0.9771  -5.5547  -2.3934
C  4.7486  2.3833  -5.1713
H  -6.6816  5.9712  6.4956
H  3.9288  -4.0532  -0.4821



Number 1: E -2889.705764 a.u.. Number 2: E -3594.168420 a.u..